# 1
31
Properties=species:S:1:pos:R:3:forces:R:3:mulliken_charge:R:1 method="wB97M-V/def2-TZVPD" e_homo_ev="-11.9 / -12.5" homo_lumo_gap_ev="6.593 / 7.267" largest_force_ev_per_a=5.216 total_charge=+1 e_tot_ev=-17163.0733
C 4.52559 -0.86850 0.67058 -1.1 1.1 -0.6 -0.2603
C 4.34017 -0.15587 -0.54077 0.2 0.8 0.2 -0.7317
C 3.46552 -1.03615 1.55833 -1.4 1.2 -2.8 -0.8427
C 3.12017 0.51174 -0.81405 0.4 -1.5 1.7 -0.1991
C 2.21525 -0.50842 1.24963 -0.6 1.0 -0.3 0.0663
C -2.98875 -0.55177 -1.65399 -2.6 -0.3 -1.0 -0.6052
C 2.00765 0.36613 0.11823 1.6 -0.7 -0.1 0.6617
C -3.29508 -0.44250 -0.32665 -2.8 -1.4 -1.2 0.5677
C -1.11736 -0.07292 -0.58242 0.6 1.3 0.3 -0.1043
C -4.54302 -0.76567 0.50991 -0.6 1.0 -5.1 -1.1996
C -1.94517 -0.09484 1.67026 0.6 2.8 -0.2 -1.1673
C 0.79124 2.02031 -1.08334 3.0 0.7 1.9 -1.3027
N -2.16697 -0.09203 0.24556 3.4 0.4 2.2 0.1423
N -1.68962 -0.27402 -1.75277 3.1 0.7 -3.7 -0.0254
N 0.85768 1.09059 0.05236 -0.3 -0.4 -0.5 -0.1450
H 5.47747 -1.23399 0.99189 0.5 -0.3 -0.3 0.4022
H 5.25737 -0.04142 -1.16605 -1.2 0.1 0.3 0.3154
H 3.60473 -1.72406 2.29253 0.1 -1.5 2.5 0.4462
H 2.99539 1.16083 -1.64676 0.3 0.2 -0.6 0.4487
H 1.29505 -0.60639 1.84677 0.8 -0.3 0.1 0.2557
H -3.55000 -0.76758 -2.57985 0.1 0.1 1.1 0.4133
H -5.14310 -1.49808 -0.16924 0.8 1.2 1.6 0.3122
H -4.21685 -1.20285 1.39449 -0.2 -0.5 1.8 0.4691
H -5.06703 0.22649 0.49519 0.0 -1.2 1.0 0.2915
H -0.98055 0.43843 1.85476 -0.9 -0.4 -0.1 0.3159
H -2.77356 0.44870 2.13143 0.3 -0.4 0.3 0.3683
H -1.84573 -1.09098 1.91026 0.0 -2.1 1.4 0.4662
H 0.94898 1.48853 -1.97074 -0.4 -0.5 -1.7 0.5227
H -0.05278 2.62161 -0.98757 -1.6 0.7 -0.3 0.3532
H 1.70081 2.73534 -1.02342 -1.4 -1.0 0.1 0.4216
H -1.22749 -0.08066 -2.69457 -0.7 -0.7 2.0 0.3432

# 2
75
Properties=species:S:1:pos:R:3:forces:R:3:mulliken_charge:R:1 method="wB97M-V/def2-TZVPD" e_homo_ev="-7.8 / -7.8" homo_lumo_gap_ev="6.525 / 6.741" largest_force_ev_per_a=0.879 total_charge=0 e_tot_ev=-69403.8305
W 0.06218 -0.29067 0.18853 0.3 0.7 0.1 0.5099
C 4.21142 0.57185 -1.63734 0.0 0.0 0.0 -0.4738
O 4.77908 -0.46195 -0.82632 0.0 0.0 -0.1 -0.4594
C 4.29630 -0.59835 0.43642 0.2 0.0 -0.2 0.2001
C 5.20933 -0.81731 1.45747 0.1 0.0 0.1 -0.5961
C 4.79644 -0.96218 2.77639 -0.1 0.0 0.0 -0.6974
C 3.44759 -0.88179 3.09318 0.1 0.0 0.0 -0.6912
C 2.53153 -0.70127 2.06813 -0.3 0.0 0.3 0.1761
C 1.07598 -0.60277 2.30400 0.0 -0.1 0.0 -0.1103
N 0.24918 -1.59687 1.93088 0.1 -0.4 0.2 -0.3776
N -0.95834 -1.61012 2.70006 0.4 0.1 -0.2 -0.6698
C -1.70363 -0.60513 2.44786 0.1 0.1 -0.2 0.4016
O -1.35720 0.30439 1.52013 0.0 -0.6 0.0 -0.5530
C -2.98938 -0.44007 3.16072 0.1 0.1 0.0 0.4199
C -3.26325 -1.25380 4.25821 0.0 0.0 0.1 -0.6725
C -4.46743 -1.12989 4.92883 0.0 0.0 0.0 -0.6764
C -5.40883 -0.19616 4.50855 0.0 0.0 0.0 -0.4053
C -5.14269 0.60922 3.41013 0.0 0.0 0.0 -0.8529
C -3.93402 0.48576 2.73704 0.0 0.0 0.0 -0.0449
C 2.94206 -0.57652 0.75863 -0.2 0.3 -0.3 0.3239
O 1.97759 -0.37718 -0.17630 -0.7 -0.3 0.4 0.2748
H 3.19761 0.33755 -1.95624 0.1 0.0 0.0 0.0865
H 4.86245 0.65517 -2.50354 0.0 0.0 0.0 0.2698
H 4.21046 1.52038 -1.09477 0.0 0.0 0.0 0.3046
H 6.25844 -0.84867 1.18960 0.0 0.0 0.0 0.4796
H 5.53122 -1.12525 3.55442 0.0 0.0 0.0 0.3967
H 3.10576 -0.97367 4.11743 0.0 0.0 0.0 0.5375
H 0.77028 0.01163 3.14334 -0.1 0.2 0.0 0.5566
H -2.52478 -1.98173 4.56834 0.0 0.0 0.0 0.4710
H -4.67605 -1.76586 5.78017 0.0 0.0 0.0 0.3965
H -6.35318 -0.10612 5.03152 0.0 0.0 0.0 0.3910
H -5.88039 1.32439 3.06815 0.0 0.0 0.0 0.3945
H -3.74180 1.08850 1.85875 0.0 0.0 0.0 0.3673
N 0.06925 -2.33112 -0.72626 -0.2 0.2 0.1 -0.1156
C 1.27751 -2.68534 -1.43751 -0.3 -0.1 0.3 0.0536
C 2.00760 -3.77205 -1.00186 0.1 -0.1 0.1 -0.8098
C 3.19879 -4.09986 -1.63190 0.0 0.0 -0.1 -0.7915
C 3.63480 -3.32536 -2.69502 -0.1 0.1 0.0 -0.9222
C 2.88567 -2.23087 -3.11082 0.1 0.0 -0.1 -1.1692
C 1.69228 -1.88034 -2.48748 0.0 0.2 -0.1 1.1940
C 0.89101 -0.68791 -2.89467 0.0 -0.2 0.0 1.3077
C 0.91156 -0.34182 -4.24923 0.0 -0.1 -0.1 -0.8860
C 0.19189 0.73116 -4.73789 0.0 0.0 0.1 -0.9957
C -0.59755 1.45973 -3.86029 0.0 0.0 -0.1 -1.1561
C -0.63974 1.10349 -2.52459 0.0 0.0 -0.1 -0.4492
C 0.10017 0.04511 -1.98855 0.3 0.1 0.0 1.0683
H -0.74624 -2.35261 -1.34647 0.0 -0.1 -0.1 0.5897
H -0.10079 -2.98683 0.03070 0.0 0.0 0.0 0.4110
H 1.64739 -4.35707 -0.16151 0.0 0.0 0.0 0.4277
H 3.77809 -4.94685 -1.28707 0.0 0.0 0.0 0.4102
H 4.56977 -3.55516 -3.19020 0.0 0.0 0.0 0.3791
H 3.26510 -1.60940 -3.91423 0.0 0.0 0.0 0.3885
H 1.47334 -0.95560 -4.94373 0.0 0.0 0.0 0.5158
H 0.22830 0.97827 -5.79106 0.0 0.0 0.0 0.3791
H -1.20202 2.28584 -4.21812 0.0 0.0 0.0 0.4630
H -1.32183 1.64573 -1.89052 0.0 0.1 0.1 0.7084
F -2.29773 -0.09150 -0.74466 0.1 -0.1 0.0 0.1412
B -2.94923 -1.39897 -0.82113 -0.3 -0.1 0.1 0.1189
F -2.42518 -2.12368 0.27814 -0.1 0.1 -0.3 -0.3312
F -4.31108 -1.21480 -0.73297 0.4 -0.1 -0.1 -0.3516
F -2.52633 -2.00779 -2.01213 -0.1 0.1 0.3 -0.4100
C -3.18017 3.04916 -0.37445 0.1 -0.1 0.0 -1.1477
N -1.94753 2.75594 0.35857 -0.2 0.0 -0.1 0.1025
C -0.72430 3.12811 0.01267 0.2 -0.1 0.0 0.4044
S 0.67152 2.19468 0.41079 -0.1 -0.1 0.1 -0.6733
N -0.50885 4.26717 -0.64867 0.0 0.2 -0.1 -0.0524
C -1.37023 5.44423 -0.67768 0.1 -0.1 0.0 -1.0264
H -3.70218 2.10638 -0.52682 0.0 0.0 0.0 0.2056
H -2.95370 3.46137 -1.35328 0.0 0.0 0.0 0.4190
H -3.82667 3.73754 0.16785 0.0 0.0 0.0 0.3701
H -1.96690 1.92231 0.93838 0.0 -0.1 0.0 0.2255
H 0.43025 4.36256 -0.99889 0.0 0.0 0.0 0.2983
H -2.05144 5.42709 0.16815 0.0 0.0 0.0 0.3478
H -1.94390 5.51363 -1.60019 0.0 0.0 0.0 0.3219
H -0.74462 6.32991 -0.58775 0.0 0.0 0.0 0.3592

# 3
32
Properties=species:S:1:pos:R:3:forces:R:3:mulliken_charge:R:1 method="wB97M-V/def2-TZVPD" e_homo_ev=-9.5 homo_lumo_gap_ev=9.303 largest_force_ev_per_a=5.019 total_charge=0 smiles="O=C(Nc1cc(Cl)c(Cl)c(Cl)c1Cl)C1(F)C(F)(F)C(F)(F)C(F)(F)C(F)(F)C1(F)F" e_tot_ev=-97030.9916
O -0.68350 0.66208 1.15609 2.0 -0.3 -1.5 -0.5661
F 2.91700 -1.69334 3.71270 -0.2 1.3 -1.4 -0.3122
F 4.47359 -1.45460 2.22573 -1.0 0.4 -0.4 -0.2940
F 3.87212 1.14205 2.83612 1.0 -1.3 -2.4 -0.3050
F 1.93396 0.79388 3.26356 -0.8 -1.8 -1.7 -0.2783
F 3.18434 -2.45270 0.46010 -0.5 -0.8 -0.9 -0.2514
F 2.29498 -3.39340 2.25801 -0.7 0.1 -1.5 -0.2932
F 1.97888 1.84126 0.90240 -0.4 1.0 -1.0 -0.3149
F 3.38514 0.39876 0.06092 1.9 0.5 -0.7 -0.2684
F 0.22836 -1.54255 2.15912 0.7 0.8 0.3 -0.2773
F 0.44884 -2.62231 0.39711 -1.6 -1.6 -2.7 -0.3250
F 1.67582 -0.78117 -0.99206 -0.1 0.1 0.4 -0.4222
Cl -5.36375 2.56343 -0.37741 0.3 -0.5 -0.3 -0.1881
Cl -6.13616 1.13961 -3.18116 -0.8 0.2 0.0 -0.1538
Cl -3.83895 0.00911 -4.94972 0.2 0.1 0.9 -0.1648
Cl -0.80423 -0.00582 -3.73029 -1.6 -0.1 0.1 -0.2524
C 0.00660 0.49282 0.14344 -4.8 0.6 1.4 -0.3778
C -2.91289 1.50042 -0.73353 -1.6 1.1 0.9 -0.4626
C -4.21067 1.60435 -1.27613 -0.2 -0.1 0.0 0.3594
C -4.58732 1.04939 -2.52984 1.4 0.5 1.3 0.1321
C -3.56439 0.48918 -3.28755 2.1 -0.4 -0.1 0.1529
C -2.24639 0.41396 -2.73804 0.4 0.5 -0.2 0.1284
C -1.92424 0.91452 -1.43286 1.6 -0.7 -2.1 -0.0775
N -0.51556 0.99192 -1.08008 1.3 -2.2 -0.6 -0.1910
C 3.12582 -1.25707 2.39742 1.9 0.4 3.8 0.5198
C 2.87502 0.36355 2.32765 -1.1 -1.1 3.1 0.6600
C 2.35697 -2.28395 1.48821 1.8 1.7 2.3 0.5911
C 2.38810 0.57812 0.88764 -0.6 0.2 0.9 0.4230
C 1.01389 -1.68189 1.07312 0.5 -0.5 1.6 0.5101
C 1.26444 -0.38907 0.25873 -0.6 1.5 -0.1 1.4672
H -2.64186 2.00657 0.19667 -0.4 -0.2 -0.3 0.5083
H 0.00600 0.60290 -1.89604 -0.3 0.7 0.9 0.3238

# 4
4
Properties=species:S:1:pos:R:3:forces:R:3:mulliken_charge:R:1 method="wB97M-V/def2-TZVPD" e_homo_ev=-17.6 homo_lumo_gap_ev=12.695 largest_force_ev_per_a=1.303 total_charge=+1 e_tot_ev=-6490.9273
O 0.21906 0.19063 0.12555 -0.6 1.0 0.6 -0.7348
H -0.37624 0.93511 -0.11862 0.7 -0.4 0.4 0.3723
H 0.49961 0.38950 1.04751 -0.2 -0.2 -0.9 0.3416
Na -0.34243 -1.51524 -1.05443 0.1 -0.4 -0.1 1.0209

# 5
39
Properties=species:S:1:pos:R:3:forces:R:3:mulliken_charge:R:1 method="wB97M-V/def2-TZVPD" e_homo_ev=-10.7 homo_lumo_gap_ev=5.324 largest_force_ev_per_a=2.367 total_charge=+1 e_tot_ev=-20347.2740
C 0.31467 -0.25078 -1.99985 1.1 -0.4 0.0 -0.8112
O -1.07965 0.11131 -2.10936 -1.6 -1.7 0.0 -0.2746
C -1.91962 -0.88077 -2.13514 0.1 1.4 -0.5 0.0420
C -3.32116 -0.64626 -2.27084 -0.1 0.1 0.0 0.7094
C -4.20569 -1.75751 -2.30931 0.2 0.4 0.1 -0.4339
C -5.57905 -1.54802 -2.38310 0.0 0.0 0.0 -0.5896
C -6.09246 -0.24161 -2.43352 0.6 -0.2 0.0 -0.3097
C -5.22023 0.85973 -2.42618 0.2 0.1 0.0 -0.5116
C -3.84658 0.67543 -2.35570 -0.1 -0.4 0.1 -0.3381
H 0.86456 0.68302 -1.90333 -0.1 -0.3 0.0 0.3056
H 0.46682 -0.85021 -1.09426 -0.1 0.4 -0.2 0.3873
H 0.62453 -0.82722 -2.88411 -0.2 0.3 0.2 0.3965
H -1.51521 -1.90355 -2.11684 -0.1 0.3 0.2 0.3983
H -3.76912 -2.75571 -2.27168 -0.3 0.1 0.0 0.3533
H -6.26264 -2.39876 -2.39718 0.3 0.3 0.0 0.3915
H -7.17098 -0.08199 -2.47959 0.3 -0.1 0.0 0.3964
H -5.62499 1.87037 -2.47173 0.1 -0.3 0.0 0.3866
H -3.15122 1.51198 -2.35425 -0.3 -0.1 0.0 0.4458
C 3.16773 -1.54540 2.18897 0.1 -0.5 0.3 -1.1122
N 3.04832 -0.49700 1.20218 0.2 0.1 -0.2 0.1270
C 3.36138 -0.89247 -0.15288 0.0 0.1 -0.2 -1.1872
C 2.34278 0.67764 1.33488 -0.6 0.5 -0.4 0.6668
N 1.75079 1.15208 0.26373 -0.2 0.2 0.9 -0.6806
N 2.35449 1.33041 2.54349 0.3 -0.2 0.0 0.1134
C 2.84264 0.77792 3.78909 0.2 -0.1 0.5 -0.9241
C 1.96252 2.72100 2.61179 -0.4 0.0 -0.3 -1.2881
H 2.38598 -1.48977 2.95863 0.3 -0.1 -0.3 0.4041
H 3.06673 -2.51561 1.67796 -0.1 0.3 0.2 0.3634
H 4.15896 -1.53879 2.67081 -0.3 -0.1 0.0 0.2663
H 3.21187 -0.01245 -0.78222 0.3 -0.4 0.0 0.3871
H 4.39968 -1.24143 -0.21448 -0.2 0.0 0.0 0.3780
H 2.69322 -1.69427 -0.49755 0.1 0.0 0.0 0.3246
H 1.21731 1.98715 0.51088 0.3 -0.2 -0.2 0.1149
H 3.79232 0.24144 3.66990 -0.3 0.2 0.1 0.3632
H 3.02056 1.61789 4.47259 0.0 -0.4 -0.1 0.3102
H 2.09633 0.11867 4.26277 0.3 0.2 0.0 0.2704
H 2.17161 3.19119 1.65077 0.0 0.2 0.2 0.4768
H 0.89513 2.83014 2.84200 0.1 0.2 0.0 0.3120
H 2.54767 3.21223 3.39262 -0.1 0.0 -0.2 0.3699

# 6
21
Properties=species:S:1:pos:R:3:forces:R:3:mulliken_charge:R:1 method="wB97M-V/def2-TZVPD" e_homo_ev=-8.5 homo_lumo_gap_ev=9.082 largest_force_ev_per_a=1.833 total_charge=0 smiles="CC=C(C)C.O.O" e_tot_ev=-9506.2030
C -0.90922 -1.10501 0.77273 0.6 0.7 -0.1 -1.4436
C -1.24456 0.33460 0.40521 0.4 -1.3 0.7 0.8453
C -0.54366 0.95261 -0.53139 -0.1 1.2 -0.7 -0.1649
C -0.71016 2.41941 -0.90201 -0.7 -0.6 0.5 -1.2760
C -2.30564 0.96337 1.26469 0.2 1.5 -1.0 -1.3664
H 0.01714 -1.16271 1.35076 -0.2 0.3 0.3 0.3290
H -0.60143 -1.65692 -0.10735 -0.6 -0.4 -0.2 0.3186
H -1.69089 -1.54410 1.38565 -0.2 -0.4 -0.4 0.3827
H 0.21295 0.46102 -1.13094 0.0 -0.5 0.3 0.3721
H -0.21902 3.04665 -0.15381 0.2 0.2 -0.3 0.2860
H -0.36378 2.61921 -1.91035 0.3 0.1 0.0 0.3644
H -1.76827 2.68362 -0.87468 0.0 0.1 0.0 0.3310
H -2.07741 2.03191 1.37343 0.2 -0.2 0.6 0.3359
H -2.42386 0.47855 2.22255 0.0 0.0 0.2 0.3964
H -3.26244 1.04859 0.73996 -0.2 -0.6 0.1 0.2955
H 2.52931 -2.64712 0.36570 0.1 0.0 -0.1 0.2945
H 1.60984 -3.60235 1.11880 0.0 -0.1 0.0 0.2956
O 1.60336 -2.82213 0.55803 0.1 -0.1 0.0 -0.5982
H 3.82047 -0.87756 -2.71762 0.0 -0.3 -0.2 0.3117
H 4.17882 -0.40768 -1.35188 0.1 -0.1 0.2 0.3197
O 4.14845 -1.21396 -1.87748 -0.1 0.3 0.0 -0.6293